Record 1
ORCA calculation (the ωB97M-V functional and the def2-TZVPD basis) on a molecular structure, C10H30O5OsP2SSi.

Calculated values
energy = -60850.66530 eV
2S+1 = 5
HOMO (spin up / spin down) = -7.20 / -9.40 eV

XYZ file:
```
50
Properties=species:S:1:pos:R:3:nbo_charge:R:1
Os 0.03546 0.12255 -0.11230 0.9471
Si -0.19972 -2.17618 -0.64521 0.6566
P 2.28899 -0.35021 -0.01806 1.0546
P -2.29629 0.10328 0.01573 1.1070
H 1.31568 0.94337 -2.81556 0.1357
C 3.20041 1.22000 0.15202 -0.9482
H 4.28240 1.02299 0.16010 0.2366
H 2.89099 1.68849 1.09639 0.2830
H 2.95170 1.88511 -0.68397 0.2405
C 3.06666 -1.13452 -1.48124 -0.9513
H 4.16259 -1.08085 -1.38565 0.2426
H 2.76132 -0.60433 -2.39443 0.2437
H 2.75885 -2.18407 -1.56394 0.2574
C 2.88316 -1.28492 1.44193 -0.9430
H 3.95963 -1.47629 1.34198 0.2299
H 2.34213 -2.22974 1.52229 0.2644
H 2.68620 -0.69562 2.34729 0.2925
C -2.81418 1.84177 0.16888 -0.9570
H -3.91210 1.88274 0.18669 0.2323
H -2.43150 2.41481 -0.68451 0.2541
H -2.40760 2.24466 1.10548 0.2803
C -3.15772 -0.44328 -1.49980 -0.9544
H -4.22494 -0.20552 -1.40083 0.2371
H -3.03561 -1.52038 -1.64802 0.2483
H -2.74357 0.08688 -2.36681 0.2647
C -3.11563 -0.68585 1.43036 -0.9615
H -4.20208 -0.60909 1.29290 0.2284
H -2.80978 -0.16849 2.34809 0.2961
H -2.81675 -1.73344 1.49247 0.2619
C -0.26119 -2.61375 -2.47867 -1.0971
H 0.59332 -2.20571 -3.02623 0.2281
H -1.18875 -2.25272 -2.93181 0.2328
H -0.23638 -3.70803 -2.55638 0.2390
H 0.87566 -3.02661 -0.05834 -0.1814
H -1.45228 -2.72532 -0.05281 -0.1810
C 0.34682 1.48995 -2.88463 0.1077
O -0.45379 1.02793 -1.81057 -0.8254
C 0.60380 2.99657 -2.73499 -0.6391
H 0.36630 3.51586 -3.67025 0.2129
H 1.66044 3.17397 -2.51268 0.2074
H -0.00220 3.43590 -1.93388 0.2304
C -0.38807 1.10127 -4.16959 -0.6210
H -1.29862 1.70606 -4.27028 0.2081
H -0.67794 0.04639 -4.15945 0.2144
H 0.24650 1.27171 -5.04244 0.2103
O -0.16730 -0.74126 2.47466 -1.0069
S 0.02477 0.67754 2.90391 2.5154
O 1.25144 0.90582 3.63980 -0.9586
O 0.32393 1.39205 1.35773 -0.9124
O -1.19471 1.32694 3.35032 -0.9628
```

=====

Record 2
ORCA calculation (the ωB97M-V functional and the def2-TZVPD basis) on 5 unconnected molecules or ions with the total composition C10H30O5S5.

Calculated values
energy above the lowest of the compared OMol25 structures with the same formula, charge and spin = 217.56 kJ/mol
energy = -75263.57850 eV
HOMO = -8.69 eV

XYZ file:
```
50
Properties=species:S:1:pos:R:3:nbo_charge:R:1
C 0.59762 -1.44382 -0.27962 -0.8381
S 0.70521 0.38590 -0.66148 1.1969
O 2.08150 0.72111 -1.13294 -0.9626
C -0.56047 0.58451 -1.95976 -0.8445
H -0.34762 -1.76529 0.15775 0.2221
H 1.47240 -1.85583 0.22348 0.2421
H 0.56278 -1.94572 -1.24658 0.2558
H -0.91784 1.60573 -2.09193 0.2478
H -1.50630 0.17200 -1.60854 0.2355
H -0.27837 0.23483 -2.95286 0.2562
C 0.16201 3.94455 -0.32907 -0.8517
S -0.96995 5.23438 0.18404 1.2042
O -2.35149 4.88849 -0.37870 -0.9734
C -0.99979 4.72160 1.93801 -0.8157
H -0.15993 3.03243 0.17341 0.2265
H 1.23620 4.11303 -0.25279 0.2467
H 0.01281 3.93646 -1.40878 0.2377
H -0.02978 4.81006 2.42727 0.2251
H -1.44850 3.72857 1.96379 0.2476
H -1.78799 5.36043 2.33640 0.2372
C -0.90382 -1.43492 -6.35312 -0.8399
S 0.63827 -1.95983 -5.55886 1.2031
O 0.46020 -2.00904 -4.01462 -0.9786
C 0.56036 -3.76271 -6.00055 -0.8072
H -1.56083 -2.25743 -6.63583 0.2324
H -0.61129 -1.14674 -7.36281 0.2339
H -1.50313 -0.67075 -5.85817 0.2581
H -0.21098 -4.36447 -5.51991 0.2396
H 1.49839 -4.24623 -5.72776 0.2401
H 0.36374 -3.93176 -7.05927 0.2220
C -2.28809 -2.28305 2.41534 -0.8209
S -1.11347 -2.51128 3.79363 1.1372
O -1.82116 -3.18918 5.05531 -0.9287
C 0.10864 -3.71701 3.08107 -0.8011
H -1.89703 -1.67332 1.60083 0.2293
H -3.18363 -1.76250 2.75464 0.2615
H -2.69277 -3.22151 2.03637 0.2270
H -0.55905 -4.53725 2.81744 0.2268
H 0.91560 -4.09109 3.71115 0.2517
H 0.60347 -3.34621 2.18343 0.2235
C 1.73267 0.48563 2.80053 -0.8179
S 0.96545 2.11351 2.89911 1.2137
O -0.31375 1.92244 3.70123 -0.9720
C 2.24372 2.59972 4.18405 -0.8219
H 1.34937 -0.08332 1.95348 0.2224
H 1.70098 -0.10782 3.71427 0.2402
H 2.79037 0.72771 2.69674 0.2274
H 2.15139 1.84578 4.96581 0.2322
H 1.83786 3.40819 4.79211 0.2409
H 3.26600 2.74101 3.83325 0.2298
```

=====

Record 3
ORCA calculation (the ωB97M-V functional and the def2-TZVPD basis) on a molecular structure, C10H30OP2PdSSi.

Calculated values
energy above the lowest of the compared OMol25 structures with the same formula, charge and spin = 125.34 kJ/mol
energy = -53669.25726 eV
2S+1 = 5
HOMO (spin up / spin down) = -4.00 / -7.45 eV

XYZ file:
```
46
Properties=species:S:1:pos:R:3:nbo_charge:R:1
Pd -0.70447 0.04495 1.47347 0.1722
Si -2.48846 0.50630 0.07047 0.5401
P -0.55533 -2.20146 1.01333 1.0471
P 0.25444 2.18339 1.38605 1.0363
H 0.50355 -0.30126 0.44248 -0.2541
C 0.98797 -3.11637 1.36804 -0.9674
H 0.81255 -4.20213 1.24964 0.2225
H 1.31274 -2.89273 2.39665 0.2527
H 1.77041 -2.81159 0.65851 0.2408
C -1.05001 -2.68857 -0.65009 -0.9842
H -1.14048 -3.77914 -0.72173 0.2200
H -0.31816 -2.34923 -1.38846 0.2469
H -2.01499 -2.25015 -0.91217 0.2580
C -1.80626 -2.92591 2.12474 -0.9743
H -1.86583 -4.01807 2.02132 0.2137
H -2.78599 -2.49772 1.88944 0.2551
H -1.56387 -2.66871 3.16233 0.2456
C 2.03174 2.43012 1.75426 -0.9738
H 2.28099 3.50345 1.78681 0.2242
H 2.62971 1.94316 0.97201 0.2416
H 2.25184 1.95841 2.73151 0.2551
C 0.04993 2.98444 -0.24065 -0.9766
H 0.42705 4.01579 -0.23538 0.2188
H -1.00005 3.02360 -0.53997 0.2514
H 0.58732 2.43099 -1.01800 0.2591
C -0.68994 3.21266 2.53807 -0.9793
H -0.32544 4.24929 2.55230 0.2192
H -0.60796 2.77605 3.54047 0.2484
H -1.74355 3.21171 2.23830 0.2578
C -2.46313 0.64702 -1.81697 -1.0806
H -2.19155 -0.27887 -2.32903 0.2244
H -1.84039 1.46460 -2.18888 0.2322
H -3.51266 0.87457 -2.03759 0.2179
H -3.40974 -0.63945 0.30021 -0.1983
H -2.91371 1.87554 0.46671 -0.1993
C 1.53300 -0.15110 -2.47582 0.5940
O 0.48265 0.23085 -1.94078 -0.5530
C 2.47021 -1.05295 -1.71559 -0.7398
H 3.51519 -0.96353 -2.01253 0.2203
H 2.17208 -2.11043 -1.84922 0.2367
H 2.37793 -0.79142 -0.65465 0.2528
C 1.89890 0.21775 -3.88348 -0.7169
H 2.89714 0.65454 -3.92020 0.2291
H 1.16206 0.91109 -4.26411 0.2375
H 1.87459 -0.69079 -4.49220 0.2356
S 0.70797 0.03131 3.15038 -0.2093
```

=====

Question: Which formula does entry 1 have?
Answer: C10H30O5OsP2SSi